Here is 4 unconnected molecules or ions with the total composition C5H20N2O3 in a non-equilibrium geometry from OMol25. Energies are from wB97M-V/def2-TZVPD.

Values from the calculation:
- expectation value of S² = 0.755
- orbital gap (spin up / spin down) (eV) = 10.639 / 6.506
- maximum force (eV/Å) = 4.296
- total charge = +1
- multiplicity = 2
- LUMO level (spin up / spin down) (hartree) = -0.1161 / -0.2672
- DFT total energy (eV) = -14622.6639

Cartesian coordinates (Å):
N -0.701 0.856 -2.940
C -1.013 1.453 -1.644
C -0.857 0.174 -0.648
N -0.948 0.382 0.766
C -0.185 1.583 1.292
C -0.912 2.880 1.252
C -2.281 0.260 1.361
H 0.284 1.013 -3.105
H -1.316 1.282 -3.628
H -0.344 2.299 -1.455
H -2.072 1.704 -1.531
H -1.394 -0.678 -1.085
H 0.162 -0.172 -0.882
H 0.758 1.563 0.740
H 0.131 1.328 2.306
H -0.886 3.383 0.284
H -0.365 3.569 1.913
H -1.959 2.907 1.554
H -2.704 1.087 1.905
H -3.024 -0.098 0.646
H -2.037 -0.624 1.985
H 4.058 -0.761 0.746
H 2.553 -0.175 0.358
O 3.101 -0.897 0.602
H 1.313 -2.218 2.005
H 2.284 -2.396 1.006
O 1.626 -2.979 1.474
H 0.760 -3.182 -0.662
H 1.418 -2.109 -1.492
O 0.906 -2.925 -1.583

=====

Here is a molecular structure, C5H20O11PV in a non-equilibrium geometry from OMol25. Energies are from wB97M-V/def2-TZVPD.

Values from the calculation:
- orbital gap (eV) = 5.214
- maximum force (eV/Å) = 3.600
- total charge = -2
- LUMO level (hartree) = 0.1607
- DFT total energy (eV) = -63011.4830

Cartesian coordinates (Å):
O 0.783 0.029 -1.280
V -0.581 0.449 -0.569
O -0.207 1.545 0.532
P -2.630 0.295 -2.362
O -1.641 1.498 -2.108
O -2.692 0.146 -3.886
O -3.934 0.578 -1.584
O -1.764 -0.844 -1.705
C 3.049 0.491 2.317
O 4.361 0.426 1.771
H 2.502 -0.456 2.267
H 3.100 0.642 3.402
H 2.415 1.218 1.819
H 4.721 -0.448 1.932
C 1.898 4.188 1.094
O 0.879 5.167 1.053
H 2.892 4.607 1.248
H 1.738 3.517 1.945
H 1.859 3.562 0.201
H 0.057 4.745 0.783
C 0.891 -2.697 -3.334
O -0.036 -1.755 -3.792
H 1.655 -2.919 -4.084
H 1.344 -2.422 -2.376
H 0.423 -3.684 -3.172
H -0.644 -1.595 -3.038
C -3.247 -0.592 1.473
O -2.812 0.479 0.695
H -3.332 -1.542 0.932
H -2.608 -0.758 2.342
H -4.257 -0.473 1.892
H -3.383 0.550 -0.132
C -0.093 -2.593 0.742
O -0.298 -1.251 1.121
H 0.959 -2.858 0.599
H -0.543 -3.328 1.416
H -0.569 -2.727 -0.232
H -0.256 -1.191 2.076

=====

Here is 5 unconnected molecules or ions with the total composition C5H20O5 in a non-equilibrium geometry from OMol25. Energies are from wB97M-V/def2-TZVPD.

Values from the calculation:
- orbital gap (eV) = 10.397
- maximum force (eV/Å) = 1.867
- total charge = 0
- LUMO level (hartree) = 0.0080
- DFT total energy (eV) = -15743.5995

Cartesian coordinates (Å):
C -2.700 -1.221 2.006
O -1.633 -1.279 1.029
H -2.342 -1.772 2.876
H -2.903 -0.199 2.328
H -3.655 -1.645 1.697
H -0.870 -0.977 1.528
C -3.606 -3.204 -4.053
O -3.002 -4.071 -3.067
H -4.673 -3.214 -3.831
H -3.284 -2.173 -3.903
H -3.522 -3.593 -5.068
H -2.663 -3.447 -2.422
C -0.171 5.016 1.056
O 1.049 5.306 0.509
H -0.226 3.977 1.380
H -0.455 5.682 1.871
H -0.938 5.169 0.297
H 1.710 4.895 1.071
C 3.256 -1.760 3.579
O 2.466 -0.581 3.731
H 4.256 -1.696 4.009
H 2.782 -2.567 4.137
H 3.314 -2.005 2.519
H 2.149 -0.481 4.632
C 2.356 1.126 -2.806
O 3.327 1.096 -3.877
H 2.753 1.376 -1.822
H 1.514 1.812 -2.907
H 1.891 0.155 -2.638
H 3.821 0.273 -3.862

=====

Here is 5 unconnected molecules or ions with the total composition C5H20O5 in a non-equilibrium geometry from OMol25. Energies are from wB97M-V/def2-TZVPD.

Values from the calculation:
- orbital gap (eV) = 10.610
- maximum force (eV/Å) = 3.039
- total charge = 0
- LUMO level (hartree) = 0.0212
- DFT total energy (eV) = -15743.7232

Cartesian coordinates (Å):
C 29.013 34.893 -35.280
O 28.986 36.220 -34.866
H 28.785 34.149 -34.516
H 28.211 34.791 -36.011
H 29.885 34.561 -35.843
H 29.220 36.782 -35.608
C 27.750 30.113 -33.008
O 28.006 31.328 -33.757
H 27.459 30.190 -31.961
H 26.888 29.698 -33.530
H 28.607 29.490 -33.265
H 27.500 31.986 -33.275
C 30.473 38.045 -38.830
O 29.999 37.418 -37.670
H 31.552 38.062 -38.671
H 30.147 37.790 -39.838
H 30.225 39.092 -38.657
H 29.947 36.492 -37.921
C 32.867 34.846 -36.369
O 32.585 34.243 -37.625
H 31.975 35.180 -35.839
H 33.436 34.191 -35.709
H 33.498 35.727 -36.486
H 32.466 33.298 -37.506
C 28.223 31.150 -37.104
O 28.804 30.198 -36.203
H 28.122 30.762 -38.117
H 27.206 31.466 -36.872
H 28.749 32.105 -37.111
H 28.559 30.471 -35.316

=====

Here is 5 unconnected molecules or ions with the total composition C5H20O5 in a non-equilibrium geometry from OMol25. Energies are from wB97M-V/def2-TZVPD.

Values from the calculation:
- orbital gap (eV) = 10.210
- maximum force (eV/Å) = 2.215
- total charge = 0
- LUMO level (hartree) = 0.0215
- DFT total energy (eV) = -15744.0266

Cartesian coordinates (Å):
C 2.077 -3.359 -0.639
O 1.187 -3.117 0.408
H 3.066 -3.096 -0.264
H 1.982 -4.382 -1.002
H 1.713 -2.752 -1.469
H 0.369 -3.615 0.339
C 0.942 3.780 -1.982
O 1.283 5.222 -1.749
H 1.466 3.202 -1.222
H -0.141 3.690 -1.896
H 1.166 3.453 -2.998
H 1.126 5.463 -0.833
C -1.229 -4.379 2.031
O -0.986 -4.651 0.634
H -1.415 -3.324 2.231
H -2.108 -4.960 2.310
H -0.385 -4.760 2.606
H -1.191 -5.585 0.553
C -2.526 4.277 0.076
O -1.672 3.150 0.434
H -3.568 4.140 0.364
H -2.313 5.163 0.674
H -2.500 4.534 -0.983
H -1.797 2.421 -0.179
C 1.048 0.196 0.307
O 0.082 -0.617 0.936
H 1.790 0.454 1.063
H 1.459 -0.215 -0.615
H 0.649 1.172 0.031
H 0.422 -1.509 0.833

=====

Here is 5 unconnected molecules or ions with the total composition C5H21N3O4 in a non-equilibrium geometry from OMol25. Energies are from wB97M-V/def2-TZVPD.

Values from the calculation:
- expectation value of S² = 0.750
- orbital gap (spin up / spin down) (eV) = 2.193 / 8.853
- maximum force (eV/Å) = 1.526
- total charge = -1
- multiplicity = 2
- LUMO level (spin up / spin down) (hartree) = 0.1063 / 0.1030
- DFT total energy (eV) = -18185.2232

Cartesian coordinates (Å):
C -1.512 -1.340 0.864
C -0.483 -0.395 0.257
C -0.980 0.165 -1.085
C -0.771 -0.820 -2.238
N 1.868 0.432 -1.478
C 1.510 -0.151 -2.702
N 0.431 -0.699 -3.034
N -0.150 0.718 1.163
H -2.398 -0.773 1.168
H -1.117 -1.806 1.767
H -1.865 -2.102 0.165
H 0.457 -0.948 0.137
H -0.487 1.113 -1.311
H -2.041 0.397 -0.975
H -0.847 -1.846 -1.863
H -1.585 -0.719 -2.960
H 1.101 0.852 -0.958
H 2.598 1.122 -1.561
H 2.316 -0.176 -3.436
H 0.375 0.365 1.956
H -1.005 1.157 1.507
H -3.590 1.877 1.417
H -3.325 1.533 2.893
O -2.866 1.810 2.078
H 2.287 -2.382 0.015
H 2.450 -0.885 -0.194
O 2.599 -1.588 0.463
H 1.385 -1.425 3.405
H 1.622 -1.010 1.914
O 1.133 -0.784 2.731
H 0.878 2.094 0.407
H 0.702 3.473 -0.311
O 1.313 2.741 -0.200

=====

Here is 6 unconnected molecules or ions with the total composition C5H21N9O7 in a non-equilibrium geometry from OMol25. Energies are from wB97M-V/def2-TZVPD.

Values from the calculation:
- orbital gap (eV) = 5.214
- maximum force (eV/Å) = 7.997
- total charge = 0
- LUMO level (hartree) = -0.0939
- DFT total energy (eV) = -33267.3920

Cartesian coordinates (Å):
N -3.839 -4.560 -0.317
H -3.416 -4.295 -1.195
H -3.143 -4.299 0.367
H -3.828 -5.487 -0.718
H -4.722 -4.070 -0.348
O 1.645 -1.665 0.513
C 0.383 -1.773 0.231
O -0.194 -1.051 -0.618
O -0.248 -2.509 0.913
H 1.402 -2.196 1.275
C -1.351 -0.688 5.605
O -1.555 -0.028 6.651
N -0.814 -1.939 5.564
N -1.906 -0.381 4.474
H -0.883 -2.495 4.723
H -0.241 -2.159 6.365
H -2.027 -1.147 3.827
H -2.631 0.320 4.527
C 1.589 3.434 1.487
O 2.528 4.037 1.951
N 1.163 2.334 2.018
N 1.178 3.614 0.268
H 0.692 1.674 1.415
H 1.559 2.042 2.900
H 1.825 4.229 -0.203
H 0.360 3.121 -0.061
C 5.217 0.640 -2.694
O 6.148 0.605 -3.483
N 4.014 0.170 -2.799
N 5.433 1.139 -1.551
H 3.690 -0.210 -3.676
H 3.492 0.069 -1.940
H 6.203 1.791 -1.506
H 4.659 1.282 -0.919
C -3.127 1.437 -4.494
O -3.866 1.619 -5.466
N -3.271 0.381 -3.761
N -2.153 2.207 -4.123
H -3.935 -0.348 -3.981
H -2.443 0.146 -3.232
H -2.077 3.103 -4.584
H -1.508 1.904 -3.408

=====

What did the fifth record say?
Here is 5 unconnected molecules or ions with the total composition C5H20O5 in a non-equilibrium geometry from OMol25. Energies are from wB97M-V/def2-TZVPD.

Values from the calculation:
- orbital gap (eV) = 10.210
- maximum force (eV/Å) = 2.215
- total charge = 0
- LUMO level (hartree) = 0.0215
- DFT total energy (eV) = -15744.0266

Cartesian coordinates (Å):
C 2.077 -3.359 -0.639
O 1.187 -3.117 0.408
H 3.066 -3.096 -0.264
H 1.982 -4.382 -1.002
H 1.713 -2.752 -1.469
H 0.369 -3.615 0.339
C 0.942 3.780 -1.982
O 1.283 5.222 -1.749
H 1.466 3.202 -1.222
H -0.141 3.690 -1.896
H 1.166 3.453 -2.998
H 1.126 5.463 -0.833
C -1.229 -4.379 2.031
O -0.986 -4.651 0.634
H -1.415 -3.324 2.231
H -2.108 -4.960 2.310
H -0.385 -4.760 2.606
H -1.191 -5.585 0.553
C -2.526 4.277 0.076
O -1.672 3.150 0.434
H -3.568 4.140 0.364
H -2.313 5.163 0.674
H -2.500 4.534 -0.983
H -1.797 2.421 -0.179
C 1.048 0.196 0.307
O 0.082 -0.617 0.936
H 1.790 0.454 1.063
H 1.459 -0.215 -0.615
H 0.649 1.172 0.031
H 0.422 -1.509 0.833